[1]
Entry from the OMol25 dataset: a cluster of 2 separate species, C4H12SSi in total in a non-equilibrium geometry (the ωB97M-V functional and the def2-TZVPD basis).

XYZ file:
```
18
C4H12SSi (the ωB97M-V functional and the def2-TZVPD basis)
Si 2.3586 1.9742 2.2817
H 4.3800 2.3308 0.7397
H 0.5890 -0.2915 -0.0406
H -1.1623 -0.5512 -2.3811
H -0.5007 -2.2361 -2.2732
S 0.9073 -0.6825 -1.2960
H -2.9893 -0.4896 0.7482
H -1.1501 -1.9037 0.1554
C -1.7298 -1.5676 -0.6510
H -3.2472 -0.0310 -1.0076
C -0.7086 -1.2294 -1.7164
H -1.7883 0.4951 -0.2025
C -2.5130 -0.3329 -0.2187
H 3.2304 0.9965 0.2855
C 3.4483 1.7522 0.9267
H -2.4213 -2.2729 -1.1492
H 1.0838 1.1391 2.2890
H 2.2131 2.9005 3.5102
```

Energy   -23049.7690 eV
LUMO level (spin up / spin down)   0.032 / -0.071 Ha
⟨S²⟩   2.006
2S+1   3
Charge   0
Energy relative to the best compared isomer or geometry (same formula, charge and spin)   0.0 kJ/mol


[2]
Entry from the OMol25 dataset: a cluster of 2 separate species, C3H11N2O2 in total in a non-equilibrium geometry (the ωB97M-V functional and the def2-TZVPD basis).

XYZ file:
```
18
C3H11N2O2 (the ωB97M-V functional and the def2-TZVPD basis)
O 1.9489 -0.6686 -2.1577
C 0.1206 -0.8805 0.7213
H 1.5218 -1.3432 -2.7621
H 0.8918 1.5257 1.5113
N -0.0940 1.4072 1.7896
O 1.1427 -0.9432 1.3762
H -0.8774 -2.0028 -0.7047
H -0.9241 0.2736 -1.5033
H 2.6434 -0.8929 -1.6265
H -0.1215 1.0225 2.6608
N -0.2344 -2.0311 0.0773
H -0.5449 2.2496 1.6710
H -1.8281 0.3113 1.0565
H -0.3652 1.8250 -1.3342
H 0.5208 -2.7012 0.0404
H -2.0662 1.3743 -0.9392
C -0.7059 0.4282 0.7181
C -1.0285 1.0461 -0.5950
```

Energy   -10356.4837 eV
LUMO level   -0.126 Ha
Charge   +1
Energy relative to the best compared isomer or geometry (same formula, charge and spin)   315.4 kJ/mol


[3]
Entry from the OMol25 dataset: a structure of composition C24H23ClLuN2OP in a non-equilibrium geometry (the ωB97M-V functional and the def2-TZVPD basis).

XYZ file:
```
53
C24H23ClLuN2OP (the ωB97M-V functional and the def2-TZVPD basis)
C -1.2010 -0.5171 -2.3658
Cl -0.1399 2.1869 2.9828
C -2.7083 0.4251 -0.6797
H -4.4359 -1.3668 -3.0134
H -0.1868 -0.6637 -2.7415
C 3.7984 -0.0540 -1.2511
H 2.4396 -0.1592 0.4360
O -2.5150 -3.2551 4.0630
H -1.9634 -5.0353 5.6882
C 1.8447 -1.4424 2.7276
N 0.5461 -1.1354 2.4261
C 1.1765 -3.4624 3.8929
H -0.7983 6.7717 -1.1746
C 2.8697 0.8762 -3.2933
H 1.3282 3.4621 0.6195
C -0.6431 5.6941 -1.0596
C 3.9425 0.3070 -2.5979
C -3.5872 -0.9185 -2.4944
C -0.2548 2.9219 -0.7591
C 0.5649 3.8367 -0.0671
H -1.9047 2.6932 -2.1385
H 1.4479 -4.3603 4.4551
C -1.4565 4.7791 -1.7389
H -2.1391 -1.6492 -3.9427
H -0.2648 -4.7785 5.7050
H 2.5595 -0.6678 2.4580
H -0.2955 -4.6834 -3.5520
H -1.5267 -1.7917 2.5475
H 2.9669 1.1338 -4.3473
Lu -1.0135 0.2480 1.8468
H 0.4532 -4.6445 -3.5176
C -3.7905 -0.1842 -1.3210
C -1.2675 3.3995 -1.6029
P 0.0048 1.1495 -0.4259
C -2.2960 -1.0891 -3.0170
H 3.2381 -2.8079 3.5866
C -1.3855 -3.6602 4.3465
H -2.9017 1.0984 0.1770
C -1.4087 0.2924 -1.2436
C 0.3768 5.2086 -0.2268
H 1.0286 5.9102 0.2952
N -1.1471 -4.6671 5.2298
C -0.1649 -3.0986 3.6771
C 1.6604 1.1144 -2.6403
H 0.8208 1.5562 -3.1768
C -0.4512 -2.0041 2.8621
H -4.8008 -0.0668 -0.9155
H -2.2482 5.1483 -2.3907
C 2.5897 0.1539 -0.5987
C 2.1810 -2.6147 3.3925
H 4.6419 -0.4983 -0.7200
H 4.8965 0.1626 -3.1045
C 1.5197 0.7469 -1.2970
```

Energy   -85707.2874 eV
LUMO level   -0.266 Ha
Charge   +2
Energy relative to the best compared isomer or geometry (same formula, charge and spin)   22.7 kJ/mol


[4]
Entry from the OMol25 dataset: an isolated molecule of C7H8O2 in a non-equilibrium geometry (the ωB97M-V functional and the def2-TZVPD basis).

XYZ file:
```
17
C7H8O2 (the ωB97M-V functional and the def2-TZVPD basis)
C 0.5205 1.2967 -0.2750
O 2.2374 -0.3794 -0.5729
H -0.8919 -1.0498 1.3219
H 1.9401 -0.3217 1.6621
H 1.0254 1.8135 -1.2005
O -1.1752 -2.1487 -0.4427
C 1.9718 -0.8297 0.6397
H -0.7783 -0.3021 -1.5355
H 2.1796 -2.0794 0.4049
H -1.3342 2.4614 -0.3106
H 1.1292 1.5799 0.6177
C -0.9763 1.3141 -0.0014
C -1.9161 0.3111 0.1687
C -0.3215 -0.9843 -0.6877
H -3.0843 0.5676 -0.0615
C 0.8546 -0.2667 -0.1536
C -1.3809 -0.9827 0.4267
```

SMILES   C1=C[C@H]2O[C@@H]2[C@@]2(C1)CO2
Energy   -11474.7925 eV
LUMO level   0.030 Ha
Charge   0
Energy relative to the best compared isomer or geometry (same formula, charge and spin)   845.9 kJ/mol


[5]
Entry from the OMol25 dataset: a cluster of 3 separate species, C26H40F16N3O4 in total in a non-equilibrium geometry (the ωB97M-V functional and the def2-TZVPD basis).

XYZ file:
```
89
C26H40F16N3O4 (the ωB97M-V functional and the def2-TZVPD basis)
H 1.0460 4.4418 1.2293
H 2.9702 -4.0066 1.2243
H 5.6336 -0.1742 -1.2864
H 2.1367 -0.1486 -2.0651
H 3.3966 -2.7490 -1.9189
H -9.7168 3.2963 -0.5654
H -4.7737 -3.1970 -1.5144
H -7.1746 0.5907 -5.1295
F -4.3197 -1.2573 -1.4572
H 7.8926 -0.1899 0.9843
H 7.7463 -2.0152 -0.1742
C 2.9229 -1.4460 0.4500
H 3.8455 2.3582 3.4086
H 6.4480 -3.1802 -0.1545
F -8.7302 1.7395 -4.6349
F -4.3246 -1.6353 1.3554
C -6.9037 1.0516 -2.2770
C 1.5335 2.3503 1.5224
H 2.5119 -0.9386 3.0186
F -7.3416 4.0954 -0.9037
N 2.9284 2.6324 1.5196
O -1.6937 -1.9603 0.7240
C 3.3990 3.1742 2.8293
F -10.1059 2.5250 -2.3621
O 1.0729 1.2719 1.8197
H 3.4414 0.6329 1.9519
C 3.6665 -0.5466 -0.5486
H 1.7981 4.6301 3.1376
H -6.1457 1.5308 -2.8977
H 2.4102 -2.2669 -0.0473
O 5.6834 -1.7035 2.8581
C -8.1075 0.5491 -4.5607
O -7.5179 1.9692 -1.3878
C 3.4764 0.9550 -0.2157
H 4.1284 1.5300 -0.8815
H -6.3691 0.3762 -1.6117
H -0.3171 3.3675 1.5707
F -1.5645 -1.4867 -1.4722
H 4.7485 1.6660 1.3958
H 1.6606 3.1621 4.1423
F -9.7508 4.6584 -2.0316
F -7.4923 3.5452 -2.9962
C -9.4302 3.4137 -1.6120
C -1.2127 -1.1070 -0.2284
H 2.1469 -0.8329 0.9077
F -6.1331 -2.0851 -0.5792
H 2.4412 1.1854 -0.4861
N 5.0546 -1.3714 1.7984
C 0.6334 3.4556 1.0376
H 4.2071 3.8774 2.6101
H 5.2091 -1.8580 -1.2742
F -7.2118 -1.0701 -3.1978
H -2.3638 -3.5172 -0.4866
H 6.6977 0.8606 0.2164
H 4.4137 -4.0490 2.2259
F -1.0989 1.1224 -0.9430
H 3.7800 -0.2074 -2.6507
C 6.8980 -2.3679 0.4176
F -8.9901 -0.0513 -2.4502
C -2.6194 -2.9894 0.4329
H 4.5226 -3.7772 0.4455
H 3.5117 -2.2448 3.7687
C 5.1483 -0.9410 -0.6774
C -4.8308 -2.3408 -0.8370
C 2.3542 3.8733 3.6897
F -8.9152 -0.3810 -5.1208
C 6.8360 0.0664 0.9519
C 3.7057 1.4000 1.2224
H -2.4822 -3.6980 1.2481
H 2.8667 4.3914 4.5031
H 2.0854 -2.6199 2.8097
N 2.8914 -2.0729 -2.4765
C 3.0695 -0.7095 -1.9793
C 5.9452 -1.1765 0.6247
F 0.1369 -1.1545 -0.1664
C -7.9151 3.2208 -1.7629
C 3.7580 -2.0623 1.6046
C 2.9356 -1.9364 2.8990
C -1.5837 0.3514 0.0635
C -7.8298 0.1448 -3.1088
C 3.9629 -3.5682 1.3575
H -1.1376 0.6626 1.0096
C -4.1156 -2.6423 0.4827
H 7.2902 -2.7405 1.3628
F -2.9227 0.5082 0.1078
H 6.5504 0.4816 1.9192
F -4.7404 -3.7513 0.9724
H 0.4352 3.3122 -0.0255
H 1.9161 -2.3363 -2.4475
```

Energy   -83749.2441 eV
LUMO level (spin up / spin down)   0.014 / 0.014 Ha
⟨S²⟩   0.754
2S+1   2
Charge   0


[6]
Entry from the OMol25 dataset: a structure of composition C21H17AsClF12N3O4PtS2 (the ωB97M-V functional and the def2-TZVPD basis).

XYZ file:
```
62
C21H17AsClF12N3O4PtS2 (the ωB97M-V functional and the def2-TZVPD basis)
H 3.4230 -1.1915 -1.5893
C 2.6513 -1.3696 -0.8396
O -2.8843 -1.6534 -0.6675
H -1.4472 3.1465 -0.5288
H 1.5685 -2.2746 1.5201
H 2.6177 -2.2685 3.7418
F -3.1740 -3.7218 -3.1153
H -1.5228 -1.0347 1.2978
H 2.7526 4.0108 -1.2929
O -2.1352 0.9050 -0.8615
C -0.7481 -0.3050 1.5313
H 1.0110 1.4305 2.3545
H 4.9777 -1.5708 3.9991
O -4.0819 2.2002 -1.3694
S -3.2825 1.1060 -1.8096
N -4.0096 -0.1300 -2.2975
H 2.0761 -2.2451 -1.1129
N 1.7683 -0.1717 -0.8789
C -1.0711 0.9571 2.0732
C 1.8015 3.5371 -1.1144
O -5.1309 -2.2245 -1.5480
H 0.2412 -0.6921 1.7421
C -2.4022 1.4237 2.2544
F 1.4552 -3.9285 -0.1540
C 3.1760 -1.9145 2.8851
C 0.5908 4.1242 -0.9142
H 6.2741 -0.8620 2.0165
C -0.0011 1.8080 2.4553
H 0.5903 3.7110 3.2225
C 4.6247 -1.0920 0.6688
C 5.2313 -1.1314 1.9169
C 1.5674 2.1355 -1.0324
C 4.5043 -1.5325 3.0273
H 3.4350 1.0089 -1.2302
C -2.4022 1.6872 -3.3216
N 0.2184 1.9006 -0.8015
C -2.6252 2.7099 2.7256
F -3.2233 1.8560 -4.3305
Cl -3.7438 0.4172 1.9827
H -1.7453 4.5181 3.4240
F -0.0485 -4.1461 -2.0217
C -0.3875 3.0614 -0.7176
C 2.5714 -1.8849 1.6383
F -1.7872 2.8508 -3.0490
C -3.0775 -2.4111 -3.2018
F -1.9377 -3.9827 -0.5169
Pt -0.2396 -0.0172 -0.7473
F -0.2402 -5.7294 -0.0054
C 3.2910 -1.4591 0.5251
H -3.6406 3.0558 2.8568
As -0.2562 -4.0707 -0.3306
C -1.5523 3.5217 3.0474
C 2.3633 0.9720 -1.0729
H 5.2026 -0.7914 -0.1982
F -3.6717 -1.9931 -4.3137
S -3.8600 -1.6199 -1.7211
F -1.4565 0.7965 -3.6502
F -1.7903 -2.0495 -3.2491
H 0.3557 5.1759 -0.9001
F -0.4208 -3.5433 1.3083
F -0.1126 -2.0869 -0.6373
C -0.2303 3.0718 2.9282
```

Energy   -165593.1753 eV
LUMO level (spin up / spin down)   -0.223 / -0.274 Ha
⟨S²⟩   0.794
2S+1   2
Charge   +1
Energy relative to the best compared isomer or geometry (same formula, charge and spin)   52.5 kJ/mol


[7]
Entry from the OMol25 dataset: a structure of composition C38H32I2N7O2SeY (the ωB97M-V functional and the def2-TZVPD basis).

XYZ file:
```
83
C38H32I2N7O2SeY (the ωB97M-V functional and the def2-TZVPD basis)
C 3.3073 2.0179 -0.7525
C -0.0175 2.7346 5.4720
C 4.6869 -3.6367 1.0483
C 1.1040 -0.1797 -3.4829
C 4.7985 -2.5456 0.1998
C 3.9415 2.3541 -1.9483
H -6.3992 -5.9533 -1.2994
H -4.9728 -1.0951 1.4079
C -2.0349 5.0032 0.4438
H 0.8114 4.4463 4.4196
H 0.9197 0.6007 -4.2070
H -2.5324 5.9123 0.7547
N 1.0137 -0.8240 -1.1786
N 0.7453 1.3363 3.2051
I -1.2429 -1.8294 1.7303
C -3.5610 -2.1167 -0.8434
H -0.0279 3.8110 -2.0219
H 5.3645 -4.4756 0.9540
C -3.8143 -4.1570 -2.0798
H -1.1999 5.8905 -1.3220
H 2.0563 -2.5266 2.8379
N 1.9294 2.5612 1.1177
C 2.8513 -2.5447 2.1005
C -1.2888 4.9909 -0.7279
H 3.2106 5.6630 -2.0564
C 2.5927 4.3228 -0.5053
N 2.9586 -1.4880 1.2873
N -0.0693 1.4873 -0.6656
C 2.6167 3.0155 -0.0293
C 0.1589 0.7092 4.2338
H -0.3160 3.2827 6.3563
C 3.2324 4.6424 -1.6954
C -0.6395 3.8365 -1.1311
C 1.8105 -2.3577 -2.8223
C 0.8007 0.0593 -2.1578
N 0.1881 1.3107 -1.8632
I -0.0654 -3.1825 4.3641
C -2.1350 3.8583 1.2245
C 3.6969 -3.6373 2.0167
H -6.7088 -3.3241 -0.5750
H -5.5314 -0.1812 0.0209
H -1.3920 -3.8079 -2.8825
C -6.0000 -5.4064 -2.1550
C -5.5286 -1.1741 0.4726
C 4.0370 -0.2820 -0.5727
C 3.8985 3.6619 -2.4134
H 2.2036 -3.3398 -3.0426
H 1.8945 -1.6470 -4.8424
O 1.9371 4.5604 2.2987
Se -2.5023 -0.6356 -0.2382
C -4.9034 -2.1952 -0.4390
C 0.9679 2.6602 3.3004
N 3.2746 0.7384 -0.1556
H -0.6986 0.8070 6.1807
C -1.5749 -3.0594 -2.1120
C -0.2354 1.3699 5.3829
C 3.9242 -1.4864 0.3517
H -1.3118 -2.0755 -2.5030
C -1.4796 2.7037 0.8365
H 3.5615 -4.4619 2.7020
C 1.4914 -2.0186 -1.5155
H -5.4318 -6.1041 -2.7685
H -3.3860 -4.9245 -2.7154
H -0.9066 -3.2611 -1.2703
C -3.0089 -3.0979 -1.6698
H -1.5534 1.8004 1.4342
C 0.5968 3.3875 4.4154
C 1.6323 -1.4162 -3.8192
H 4.4726 1.5902 -2.4927
H -2.7164 3.8657 2.1367
C -5.6712 -3.2617 -0.8851
O 4.7775 -0.3803 -1.5463
H 4.3992 3.9126 -3.3401
C -5.1439 -4.2561 -1.7017
H 5.5420 -2.4802 -0.5815
H -6.8493 -5.0514 -2.7411
C 1.6647 3.3761 2.1535
H 0.0099 -0.3613 4.1437
H -6.5573 -1.4493 0.7008
H 2.0797 5.0797 0.0672
H 1.6263 -2.7254 -0.7055
C -0.7439 2.6992 -0.3418
Y 1.3656 0.3545 1.0438
```

Energy   -137048.5027 eV
LUMO level   -0.063 Ha
Charge   0
Energy relative to the best compared isomer or geometry (same formula, charge and spin)   1.0 kJ/mol


[8]
Entry from the OMol25 dataset: an isolated molecule of C21H17Cl2N3O2 in a non-equilibrium geometry (the ωB97M-V functional and the def2-TZVPD basis).

XYZ file:
```
45
C21H17Cl2N3O2 (the ωB97M-V functional and the def2-TZVPD basis)
C -0.4986 0.3079 -1.5044
C -3.1459 -0.9892 1.6413
H 1.7433 3.6732 0.6354
C -1.4952 -3.2911 1.4242
C -2.8842 -3.3895 1.0790
H 3.0892 2.0171 2.2475
C -0.6524 0.6661 -3.8851
C -1.7833 -0.9515 2.1812
H -2.6025 1.2044 -4.6104
H -0.4506 -1.8952 -0.2490
H 1.1228 -1.6182 0.8177
H 4.1985 3.5282 0.7968
C 2.3205 3.2198 -0.1754
H 0.4828 2.5211 -1.0527
C -0.8680 -2.0525 1.7401
C 1.4874 2.1298 -0.8143
C -1.8831 0.4846 -1.3685
H 4.2792 2.3858 -0.5251
H 1.2037 0.1640 -2.8799
N 0.8444 -2.6139 3.6780
C -3.6793 -2.1472 1.1448
C 0.3015 0.0783 -0.2601
H 2.4741 3.9833 -0.9283
C 0.1152 -2.2934 2.7826
O -1.4200 -0.2465 3.1500
C 2.4357 0.5009 0.9291
H 4.3941 1.1135 1.5174
Cl -4.0822 0.4336 1.8552
H -0.1633 0.7322 -4.8586
C 3.6565 2.7105 0.3140
C 0.1118 0.3256 -2.7762
C -2.6186 0.8435 -2.4862
H 1.9366 1.8102 -1.7669
N 1.3156 0.9381 0.0468
C 3.4405 1.5894 1.3092
C -0.8323 -4.5307 1.5752
C -2.0115 0.9342 -3.7373
H 1.9926 0.1080 1.8600
O -3.3552 -4.5280 0.8102
C 0.1308 -1.2017 0.3919
H 2.9772 -0.3319 0.4378
Cl -5.2783 -2.2331 0.5547
H -2.3128 0.4687 -0.3696
H -3.6599 1.0596 -2.3502
N -0.3767 -5.6181 1.6783
```

Energy   -55658.2349 eV
LUMO level   -0.075 Ha
Charge   0
Energy relative to the best compared isomer or geometry (same formula, charge and spin)   214.5 kJ/mol


[9]
Entry from the OMol25 dataset: a structure of composition H35O17 in a non-equilibrium geometry (the ωB97M-V functional and the def2-TZVPD basis).

XYZ file:
```
52
H35O17 (the ωB97M-V functional and the def2-TZVPD basis)
H 1.5555 0.3717 3.4773
H 5.0885 0.0882 -3.8668
H 4.6636 -3.3868 -1.9212
O 1.0810 0.1538 2.6832
O -3.0342 2.9012 -0.2994
H -2.6435 1.7410 3.4044
H -1.3516 -1.9356 -2.3167
O -4.4024 0.5538 0.4393
O 1.7473 -1.3870 -2.1342
H 2.7349 0.6016 1.7168
H -2.7194 3.0116 -1.2133
H -4.0002 -1.4470 0.8666
O -0.6508 1.9287 3.6092
O 3.6723 -0.1444 3.4457
H 4.4836 -2.0615 -2.2650
H 2.0589 -0.8904 -1.3388
H -1.4927 -3.9821 -0.4845
O -1.3814 4.5924 1.7240
H 0.2764 -1.4519 -4.7130
H -0.7536 -1.1133 -1.2121
O 4.7856 0.1251 -2.9481
H 2.2596 -2.2255 -2.1926
H -0.8756 -1.0264 1.7702
O 3.9783 -2.8899 -2.3977
H -0.0386 1.7584 -1.3759
O 0.0853 -2.3655 -4.9812
H -0.4552 2.6909 3.0380
O -0.6521 -1.2851 -2.1690
H -2.1269 1.2091 2.1297
H -3.8471 0.7751 1.2150
H 3.9092 0.7565 0.8656
H 0.4897 -1.6147 -2.1073
H 0.9715 -0.7628 2.4027
H -2.6658 3.7643 -0.0798
H -2.0075 4.8494 1.0409
O -0.5544 2.4877 -1.7372
O 2.9488 0.8123 0.7840
O -1.0588 -1.7514 1.1538
H 4.8671 1.0752 -2.8102
H 3.4680 -0.0901 4.3728
H -0.6053 -2.1853 -5.6264
O -1.3279 -3.1541 -0.9597
H -1.8165 -2.2535 1.4972
H -1.8453 4.7140 2.5498
H -3.9397 0.7724 -0.3745
H -4.3893 -2.8161 0.4524
H -2.1505 -2.7198 -0.7095
O -3.7132 -2.3792 0.9755
H 4.5390 0.2284 3.2714
H 0.1068 1.3361 3.4903
H -0.3063 2.5441 -2.6606
O -2.9649 1.4769 2.5189
```

Energy   -35368.4435 eV
LUMO level   -0.102 Ha
Charge   +1
Energy relative to the best compared isomer or geometry (same formula, charge and spin)   374.4 kJ/mol


energy of number 3 (C24H23ClLuN2OP)? -85707.2874 eV